(1)
{"formula": "C35H52N7O2OsSi", "method": "ωB97M-V/def2-TZVPD", "species": ["Os", "C", "C", "C", "C", "C", "N", "C", "C", "C", "N", "C", "C", "C", "C", "C", "C", "C", "C", "N", "C", "C", "C", "N", "C", "C", "C", "C", "O", "C", "O", "H", "H", "H", "H", "H", "H", "H", "H", "H", "H", "H", "H", "H", "H", "H", "H", "H", "H", "H", "H", "H", "H", "H", "H", "H", "H", "H", "H", "C", "Si", "C", "C", "C", "H", "H", "H", "H", "H", "H", "H", "H", "H", "H", "H", "C", "C", "N", "C", "N", "C", "C", "C", "N", "C", "H", "H", "H", "H", "H", "H", "H", "H", "H", "H", "H", "H", "H"], "coordinates": [[-0.30, 0.44, 0.45], [-4.98, -2.76, -3.83], [-3.80, -2.37, -2.99], [-2.95, -3.31, -2.44], [-1.83, -2.95, -1.65], [-0.99, -3.99, -1.15], [0.08, -3.77, -0.45], [1.00, -4.76, 0.09], [2.47, -4.36, -0.15], [3.23, -3.91, 1.09], [2.87, -2.55, 1.52], [3.43, -1.93, 2.51], [3.11, -0.62, 2.96], [3.85, -0.11, 4.05], [3.61, 1.14, 4.59], [4.39, 1.68, 5.75], [2.60, 1.89, 4.00], [1.82, 1.44, 2.93], [0.76, 2.31, 2.49], [-0.13, 2.10, 1.57], [-1.23, 3.07, 1.44], [-1.36, 3.71, 0.05], [-1.08, 2.80, -1.15], [-1.41, 1.38, -0.96], [-2.19, 0.80, -1.82], [-2.43, -0.61, -1.96], [-3.50, -1.03, -2.75], [-1.56, -1.58, -1.38], [-0.52, -1.27, -0.67], [2.06, 0.15, 2.38], [1.38, -0.34, 1.39], [-5.01, -3.83, -4.00], [-4.96, -2.25, -4.79], [-5.91, -2.47, -3.33], [-3.12, -4.36, -2.64], [-1.26, -5.02, -1.36], [0.27, -2.78, -0.31], [0.78, -5.73, -0.37], [0.81, -4.86, 1.16], [2.52, -3.57, -0.91], [3.01, -5.21, -0.56], [4.30, -3.95, 0.90], [3.03, -4.61, 1.92], [2.18, -2.02, 1.01], [4.22, -2.46, 3.04], [4.64, -0.72, 4.47], [5.23, 1.04, 6.00], [3.75, 1.75, 6.63], [4.76, 2.68, 5.55], [2.40, 2.88, 4.41], [0.71, 3.26, 3.03], [-1.12, 3.87, 2.17], [-2.15, 2.53, 1.69], [-0.69, 4.56, -0.02], [-2.38, 4.11, -0.01], [-0.02, 2.84, -1.39], [-1.61, 3.20, -2.02], [-2.69, 1.43, -2.56], [-4.15, -0.28, -3.21], [5.03, 0.35, -1.74], [3.50, 0.10, -2.82], [3.31, -1.75, -3.20], [3.62, 1.08, -4.42], [2.00, 0.63, -1.84], [5.94, 0.18, -2.33], [5.04, -0.35, -0.90], [5.07, 1.36, -1.35], [4.01, -2.03, -3.99], [2.30, -1.98, -3.55], [3.53, -2.36, -2.33], [4.54, 0.81, -4.95], [3.64, 2.16, -4.25], [2.78, 0.86, -5.08], [1.00, 0.54, -2.27], [2.08, 1.19, -0.91], [-5.51, -1.14, 2.24], [-4.93, -0.63, 0.93], [-3.49, -0.45, 1.09], [-2.74, -1.21, 1.94], [-1.47, -0.88, 2.10], [-0.67, -1.59, 3.09], [-1.50, -2.38, 4.09], [-2.51, -3.19, 3.30], [-3.34, -2.27, 2.52], [-4.80, -2.43, 2.59], [-6.58, -1.32, 2.16], [-5.34, -0.40, 3.02], [-5.38, 0.32, 0.65], [-5.13, -1.35, 0.12], [-3.10, 0.45, 0.89], [-0.05, -0.87, 3.62], [0.01, -2.28, 2.57], [-2.02, -1.71, 4.77], [-0.85, -3.03, 4.68], [-3.16, -3.77, 3.95], [-2.00, -3.90, 2.63], [-5.05, -2.74, 3.61], [-5.11, -3.24, 1.92]], "lowdin_spin": [2.3245, 0.0007, 0.0070, 0.0135, 0.0056, 0.0031, 0.0030, 0.0002, 0.0003, 0.0003, 0.0037, 0.0031, 0.0064, 0.0143, 0.0059, 0.0005, 0.0062, 0.0110, 0.0536, 0.0071, 0.0035, -0.0003, 0.0152, 0.0257, 0.0464, 0.0110, 0.0040, 0.0077, 0.0695, 0.0123, 0.0769, 0.0000, 0.0002, 0.0003, 0.0004, 0.0000, 0.0002, 0.0000, 0.0001, 0.0003, 0.0000, 0.0001, 0.0001, 0.0005, 0.0001, 0.0005, 0.0000, 0.0002, 0.0001, -0.0001, 0.0006, -0.0001, 0.0010, 0.0001, 0.0001, 0.0058, 0.0019, 0.0012, -0.0001, -0.0006, 0.0984, 0.0222, 0.0314, 0.7542, -0.0003, 0.0003, 0.0002, 0.0028, 0.0002, -0.0004, 0.0043, 0.0000, -0.0001, 0.0503, 0.0596, 0.0010, 0.0011, 0.0123, 0.0184, 0.1544, 0.0106, 0.0054, 0.0004, 0.0102, 0.0017, 0.0002, 0.0000, 0.0000, 0.0000, 0.0040, 0.0004, 0.0003, 0.0000, 0.0009, 0.0000, 0.0001, 0.0002, 0.0005], "e_tot_ev": -61986.614, "homo_lumo_gap_ha": [0.25324, 0.24165], "e_above_lowest_ev": 0.007, "spin_multiplicity": 5, "total_charge": 3, "lumo_ev": [-8.4, -9.5]}

=====

(2)
{"formula": "C19H50B2OPRb", "method": "ωB97M-V/def2-TZVPD", "species": ["Rb", "C", "C", "C", "C", "P", "C", "C", "C", "C", "C", "C", "C", "C", "C", "C", "C", "C", "H", "H", "H", "H", "H", "H", "H", "H", "H", "H", "H", "H", "H", "H", "H", "H", "H", "H", "H", "H", "H", "H", "H", "H", "H", "H", "H", "H", "H", "H", "H", "H", "H", "H", "H", "H", "B", "H", "H", "H", "H", "B", "H", "H", "H", "H", "C", "C", "O", "C", "H", "H", "H", "H", "H", "H"], "coordinates": [[-2.86, 0.57, -1.84], [4.98, 1.19, -2.19], [4.81, -0.25, -1.61], [4.03, -0.24, -0.33], [2.48, 0.09, -0.42], [1.68, 0.10, 1.22], [2.31, 1.40, 2.25], [2.63, 2.72, 1.59], [3.28, 3.72, 2.59], [3.12, 5.12, 2.18], [-0.14, 0.38, 1.08], [-1.06, 0.18, 2.27], [-2.53, 0.47, 1.85], [-3.61, 0.19, 2.92], [1.92, -1.50, 2.11], [1.67, -2.72, 1.19], [2.15, -3.98, 1.83], [1.63, -4.25, 3.24], [4.10, 1.76, -2.51], [5.58, 1.15, -3.10], [5.50, 1.89, -1.54], [5.79, -0.66, -1.32], [4.36, -0.89, -2.37], [4.47, 0.51, 0.32], [4.09, -1.26, 0.05], [2.00, -0.67, -1.04], [2.26, 1.08, -0.82], [3.19, 0.97, 2.73], [1.65, 1.43, 3.12], [1.70, 3.15, 1.19], [3.36, 2.68, 0.78], [4.32, 3.45, 2.82], [2.84, 3.63, 3.59], [2.18, 5.55, 1.86], [3.76, 5.38, 1.34], [3.60, 5.72, 2.94], [-0.40, -0.18, 0.18], [-0.31, 1.40, 0.73], [-0.94, 1.02, 2.97], [-0.91, -0.81, 2.71], [-2.85, -0.10, 0.98], [-2.75, 1.47, 1.50], [-4.49, 0.34, 2.30], [-3.73, 0.95, 3.70], [-3.57, -0.83, 3.31], [1.28, -1.42, 2.99], [2.97, -1.49, 2.40], [2.15, -2.71, 0.21], [0.66, -2.89, 0.83], [3.23, -4.10, 1.86], [1.94, -4.84, 1.20], [2.10, -5.16, 3.61], [0.56, -4.41, 3.29], [1.83, -3.39, 3.89], [-3.14, 0.07, -4.87], [-3.68, 0.98, -4.65], [-3.01, -0.11, -5.93], [-2.14, 0.11, -4.47], [-3.62, -0.82, -4.50], [-0.71, -2.22, -1.53], [-1.32, -1.67, -2.24], [0.16, -1.65, -1.22], [-1.26, -2.53, -0.65], [-0.43, -3.14, -2.01], [-7.61, 0.99, -3.80], [-6.47, 0.35, -3.12], [-5.62, 1.00, -2.51], [-6.39, -1.18, -3.28], [-8.18, 0.45, -4.55], [-7.16, 1.80, -4.37], [-8.29, 1.37, -3.03], [-6.51, -1.48, -4.32], [-7.18, -1.70, -2.74], [-5.46, -1.57, -2.85]], "lowdin_charge": [0.8688, -0.0977, -0.2355, -0.2419, -0.2236, 1.0338, -0.2991, -0.2208, -0.2773, -0.1381, -0.2675, -0.2026, -0.2720, -0.0920, -0.2309, -0.2472, -0.2824, -0.1023, 0.0667, 0.0654, 0.0647, 0.1100, 0.1173, 0.0992, 0.1011, 0.0798, 0.0920, 0.1006, 0.1045, 0.1125, 0.1074, 0.1187, 0.1075, 0.0851, 0.0770, 0.0797, 0.0527, 0.0984, 0.1113, 0.1135, 0.0678, 0.1061, 0.0719, 0.0730, 0.0803, 0.0852, 0.0992, 0.1106, 0.1063, 0.1063, 0.1172, 0.0744, 0.0771, 0.0569, -0.5100, -0.1013, -0.0852, -0.1237, -0.0902, -0.4376, -0.1142, -0.1108, -0.0764, -0.0684, -0.0218, -0.4685, -0.0737, -0.0107, 0.0854, 0.0982, 0.0935, 0.0928, 0.0798, 0.0734], "e_tot_ev": -33852.162, "homo_lumo_gap_ha": 0.25660, "lumo_ev": -0.3}

=====

(3)
{"formula": "C5H9B", "method": "ωB97M-V/def2-TZVPD", "species": ["B", "C", "C", "C", "C", "C", "H", "H", "H", "H", "H", "H", "H", "H", "H"], "coordinates": [[-1.04, 0.02, -0.11], [2.57, -0.46, 0.22], [2.70, 0.56, -0.54], [1.69, 0.66, 0.62], [-1.25, -1.49, -0.07], [-2.06, 1.14, -0.07], [2.67, -1.44, 0.37], [3.13, 1.09, -1.43], [1.99, 1.16, 1.57], [-2.00, -1.88, 0.50], [-0.38, -1.97, 0.19], [-1.36, -1.73, -1.15], [-2.15, 1.52, 1.00], [-3.06, 0.94, -0.45], [-1.45, 1.89, -0.66]], "lowdin_charge": [-0.1084, -0.1427, -0.0862, -0.0799, -0.0597, -0.0892, 0.0430, 0.1068, 0.0465, 0.0354, 0.0156, 0.0954, 0.0965, 0.0506, 0.0764], "e_tot_ev": -5999.809, "homo_lumo_gap_ha": [0.27608, 0.26061], "e_above_lowest_ev": 6.618, "lumo_ev": [0.5, 0.5]}

=====

(4)
{"formula": "C11H16N4O5", "method": "ωB97M-V/def2-TZVPD", "species": ["N", "C", "C", "C", "C", "O", "O", "C", "O", "N", "C", "C", "C", "C", "N", "C", "N", "C", "O", "O", "H", "H", "H", "H", "H", "H", "H", "H", "H", "H", "H", "H", "H", "H", "H", "H"], "coordinates": [[1.25, 0.55, -1.50], [1.77, 0.62, -0.19], [3.23, 1.02, -0.02], [4.22, 0.18, -0.69], [4.20, -1.31, -0.38], [5.02, -2.14, -0.65], [3.18, -1.74, 0.49], [0.93, 1.80, 0.51], [1.35, 2.93, 0.58], [-0.36, 1.50, 1.10], [-1.24, 0.42, 0.86], [-2.13, 0.64, -0.34], [-3.47, 0.02, -0.33], [-3.87, -1.18, 0.26], [-5.17, -1.32, -0.06], [-5.61, -0.24, -0.77], [-4.54, 0.48, -1.02], [-0.56, -1.05, 0.81], [-0.94, -1.85, -0.02], [0.14, -1.29, 1.85], [1.64, 1.32, -2.07], [1.41, -0.32, -1.91], [1.78, -0.34, 0.33], [3.28, 2.12, -0.32], [3.31, 1.07, 1.04], [5.28, 0.56, -0.65], [4.16, 0.22, -1.76], [3.35, -2.68, 0.72], [-0.71, 2.23, 1.71], [-1.98, 0.29, 1.78], [-2.35, 1.70, -0.35], [-1.58, 0.41, -1.29], [-3.27, -1.98, 0.74], [-5.53, -2.13, 0.37], [-6.62, 0.02, -1.13], [0.45, -0.51, 2.32]], "lowdin_charge": [0.1017, -0.3372, -0.1839, -0.1047, -0.4387, 0.1082, 0.0400, -0.3358, 0.0737, 0.0830, -0.2576, -0.1196, -0.2998, -0.0751, 0.0320, -0.1718, 0.0763, -0.5240, 0.1031, 0.1536, 0.1154, 0.0739, 0.0982, 0.1473, 0.1172, 0.1565, 0.1158, 0.1376, 0.1437, 0.1963, 0.1198, 0.1336, 0.1315, 0.1306, 0.1230, 0.1364], "e_tot_ev": -27863.921, "homo_lumo_gap_ha": 0.32070, "smiles": "N[C@@H](CCC(=O)O)C(=O)N[C@@H](Cc1c[nH]cn1)C(=O)O", "e_above_lowest_ev": 2.565, "lumo_ev": 0.4}

=====

(5)
{"formula": "C5H14", "method": "ωB97M-V/def2-TZVPD", "species": ["C", "C", "C", "H", "H", "H", "H", "H", "H", "H", "H", "C", "C", "H", "H", "H", "H", "H", "H"], "coordinates": [[1.80, -0.26, 0.07], [1.49, -0.58, -1.32], [0.72, 0.57, -1.97], [1.52, 0.77, 0.43], [1.44, -1.06, 0.88], [2.91, -0.51, 0.28], [2.24, -0.90, -2.09], [0.78, -1.38, -1.43], [1.38, 1.20, -2.66], [-0.05, -0.04, -2.50], [0.24, 1.24, -1.32], [-1.78, -0.65, 1.40], [-1.74, 0.85, 1.51], [-1.69, -1.21, 2.31], [-2.79, -0.98, 1.17], [-1.22, -0.91, 0.54], [-2.49, 1.28, 0.81], [-2.10, 1.28, 2.42], [-0.68, 1.27, 1.48]], "lowdin_charge": [-0.1630, -0.3644, -0.1306, 0.0715, 0.1053, 0.0848, 0.1171, 0.0768, 0.0920, 0.0761, 0.0314, -0.1707, -0.1786, 0.0609, 0.0626, 0.0397, 0.0761, 0.0419, 0.0710], "e_tot_ev": -5410.384, "homo_lumo_gap_ha": 0.42870, "smiles": "CCC.CC", "e_above_lowest_ev": 1.666, "lumo_ev": 1.2}